# 1
Computed, not measured: CH2N2O2S in the gas phase in a non-equilibrium geometry, with wB97M-V/def2-TZVPD.

```
! wB97M-V def2-TZVPD RIJCOSX def2/J DEFGRID3
* xyz 0 1
C 0.371 -0.087 -0.021
N 0.660 -1.470 -0.116
N 1.721 -1.937 0.139
O 3.569 0.446 -0.840
O 1.434 0.748 0.392
S 2.969 0.102 0.416
H 0.010 0.216 -0.894
H -0.511 -0.119 0.623
*
```

Electronic energy in Eh: -697.3751
ΔE to the lowest compared entry with this formula, charge and spin in kcal/mol: 110.33
E_HOMO (alpha / beta) in hartree: -0.320 / -0.316
F_max in eV/A: 4.489

---

# 2
Computed, not measured: C4H10S2 in the gas phase in a non-equilibrium geometry, with wB97M-V/def2-TZVPD.

```
! wB97M-V def2-TZVPD RIJCOSX def2/J DEFGRID3
* xyz 0 1
C -2.851 -0.702 -0.393
C -1.989 0.233 0.455
S -0.823 1.165 -0.561
S 0.583 -0.298 -0.995
C 2.149 0.562 -0.558
C 2.806 -0.116 0.655
H -3.562 -1.289 0.192
H -3.356 -0.084 -1.134
H -2.231 -1.435 -0.914
H -2.615 1.010 0.884
H -1.446 -0.313 1.223
H 1.908 1.584 -0.298
H 2.696 0.427 -1.485
H 3.474 0.572 1.165
H 2.018 -0.252 1.391
H 3.238 -1.064 0.372
*
```

Electronic energy in Eh: -954.7690
ΔE to the lowest compared entry with this formula, charge and spin in kcal/mol: 9.16
SMILES string: CCSSCC
E_HOMO in hartree: -0.299
F_max in eV/A: 1.278

---

Q: ΔE to the lowest compared entry with this formula, charge and spin of number 2 (C4H10S2)?
A: 9.16 kcal/mol

---

Please write out number 2 again, unchanged.
Computed, not measured: C4H10S2 in the gas phase in a non-equilibrium geometry, with wB97M-V/def2-TZVPD.

```
! wB97M-V def2-TZVPD RIJCOSX def2/J DEFGRID3
* xyz 0 1
C -2.851 -0.702 -0.393
C -1.989 0.233 0.455
S -0.823 1.165 -0.561
S 0.583 -0.298 -0.995
C 2.149 0.562 -0.558
C 2.806 -0.116 0.655
H -3.562 -1.289 0.192
H -3.356 -0.084 -1.134
H -2.231 -1.435 -0.914
H -2.615 1.010 0.884
H -1.446 -0.313 1.223
H 1.908 1.584 -0.298
H 2.696 0.427 -1.485
H 3.474 0.572 1.165
H 2.018 -0.252 1.391
H 3.238 -1.064 0.372
*
```

Electronic energy in Eh: -954.7690
ΔE to the lowest compared entry with this formula, charge and spin in kcal/mol: 9.16
SMILES string: CCSSCC
E_HOMO in hartree: -0.299
F_max in eV/A: 1.278

---

Q: Which formula does entry 1 have?
A: CH2N2O2S